No. 1
Here is C30H33BrN7OPr as an isolated structure at a distorted geometry from OMol25. Energies are from wB97M-V/def2-TZVPD.

Atoms and positions in Å:
1 Pr -0.7024 0.7561 0.8543
2 C -2.0211 5.9229 -1.7355
3 C -3.0662 4.9298 -1.2075
4 C -3.5606 4.0510 -2.3986
5 C -2.5796 4.0224 -0.0715
6 C -1.3960 4.2060 0.6680
7 C -1.1496 3.4899 1.8430
8 C -2.0767 2.5312 2.3256
9 C -1.8776 1.8970 3.6630
10 C -3.1477 2.1780 1.4407
11 C -3.3735 2.8901 0.2531
12 H -2.4906 6.4350 -2.5774
13 H -1.1670 5.3746 -2.1925
14 H -1.8255 6.6683 -0.9511
15 H -3.9612 5.4647 -0.8212
16 H -2.7971 3.2760 -2.5752
17 H -3.6731 4.7188 -3.2095
18 H -4.4835 3.5500 -2.2159
19 H -0.6802 4.9616 0.3846
20 H -0.4059 3.8655 2.6203
21 H -1.6340 2.6854 4.4226
22 H -1.1402 1.0558 3.6986
23 H -2.8086 1.4622 4.0513
24 H -3.8966 1.4143 1.6921
25 H -4.2085 2.5782 -0.3435
26 Br 1.4450 -6.0247 -5.9735
27 C 0.4787 -6.9029 -4.6712
28 C -0.9519 -6.9995 -4.7877
29 C -1.7176 -6.9463 -3.6369
30 C -1.0323 -6.9796 -2.3953
31 C 0.3052 -7.3333 -2.3383
32 C 1.1288 -7.1742 -3.4475
33 N -1.4179 -6.2937 -1.2714
34 N -2.5231 -5.6363 -1.0934
35 C -2.4810 -4.4469 -0.4342
36 C -3.6354 -3.6448 -0.5107
37 C -3.6867 -2.3306 -0.1131
38 C -2.5261 -1.7165 0.3773
39 O -2.5124 -0.4836 0.9195
40 C -1.3173 -2.4663 0.4043
41 N -0.1474 -1.7580 0.5460
42 C 0.9726 -2.5254 0.5666
43 C 1.0166 -3.9112 0.6795
44 C -0.1704 -4.6009 0.6351
45 C -1.3218 -3.8862 0.2083
46 H -1.4505 -6.9434 -5.7320
47 H -2.7944 -6.8453 -3.6770
48 H 0.7050 -7.5316 -1.3597
49 H 2.2296 -7.1664 -3.3364
50 H -4.5329 -4.1215 -0.9393
51 H -4.6252 -1.7364 -0.0790
52 H 1.9438 -2.0003 0.5565
53 H 1.9880 -4.4290 0.7505
54 H -0.2430 -5.6896 0.8507
55 C 4.9554 4.0725 0.7735
56 C 5.6920 2.9227 1.4993
57 C 5.9979 3.2768 3.0131
58 C 5.0510 1.5593 1.3723
59 N 3.5985 1.4382 1.3015
60 C 2.6798 1.4363 2.3193
61 N 1.4672 1.2581 1.7763
62 N 1.6649 1.0800 0.4523
63 N 2.9237 1.2360 0.1053
64 H 5.6340 4.9248 0.6663
65 H 4.1022 4.5194 1.3592
66 H 4.5351 3.7292 -0.1843
67 H 6.6889 2.8262 1.0265
68 H 5.1649 3.7403 3.5562
69 H 6.8252 3.9862 2.9825
70 H 6.3450 2.4585 3.6757
71 H 5.3705 0.9261 2.1994
72 H 5.4238 1.0999 0.4596
73 H 2.8772 1.6487 3.3305

Forces on the atoms, in the same order (eV/Å):
-2.46 -1.12 -0.70
-0.72 -0.35 0.02
-0.09 -0.81 -0.20
1.27 -0.16 1.42
-0.23 -0.61 -0.51
-0.22 -0.06 -0.05
-0.30 0.38 1.88
-0.57 0.33 -1.38
-0.48 0.04 1.25
-0.07 0.51 0.56
1.09 0.29 1.17
0.09 0.23 0.16
-0.16 0.55 0.76
0.66 -0.25 -0.47
0.60 -0.09 -0.05
-0.21 0.33 -0.42
-0.14 0.30 -1.17
-0.75 -0.24 0.15
-0.10 0.27 -0.08
-0.57 -0.62 -1.49
0.32 -0.81 -0.69
-0.12 0.60 0.04
0.16 -0.02 -0.36
0.67 0.27 0.12
-0.26 0.18 -0.22
0.42 -0.06 -0.94
-1.04 -0.20 1.32
1.08 0.41 0.82
0.83 -0.49 0.27
-1.70 -0.15 -0.94
0.90 0.31 -0.27
-0.59 -0.35 -0.51
-1.23 2.50 2.87
1.19 -2.95 -3.27
-0.16 1.25 1.99
-0.05 -1.90 -0.91
0.44 1.92 1.35
-1.02 -0.93 0.01
1.15 0.52 -0.63
0.09 -0.46 -0.50
0.98 -1.10 0.56
0.38 1.55 0.17
0.21 -0.26 0.06
-0.36 -0.82 -0.57
-0.44 0.53 0.02
0.09 0.15 -0.52
0.07 0.15 0.01
0.31 0.21 0.20
-0.88 -0.11 -0.27
0.60 0.28 0.17
0.72 -0.65 -0.22
-0.66 -0.05 0.01
-0.67 0.42 0.23
0.16 1.04 -0.48
-0.69 0.14 0.74
0.25 1.13 1.52
0.12 0.05 -0.44
0.77 -0.84 -0.57
-2.79 0.02 -0.12
-0.25 0.17 -3.07
2.23 -0.31 0.60
2.75 0.99 -0.48
-0.78 -0.35 2.58
-0.06 -0.31 -0.40
0.64 -0.77 -0.29
0.41 0.35 0.09
-0.56 -0.16 0.13
-0.02 0.06 -0.38
-0.16 0.19 0.25
-0.13 0.02 -0.80
-0.08 -0.07 -0.02
-0.26 -0.19 -0.10
0.33 0.02 1.00

The calculation puts the highest occupied orbital energy (spin up / spin down) at -0.415 / -0.415 Ha. As for the expectation value of S²: 2.005. As for the multiplicity: 3. The calculation puts the energy above the lowest of the compared OMol25 structures with the same formula, charge and spin at 33.5 kJ/mol. The calculation puts the frontier orbital gap (spin up / spin down) at 4.9 / 5.0 eV. As for the total charge: +2. As for the molar mass: 728.5 g/mol.


No. 2
Here is C25H30N9O12P2SSn as an isolated structure from OMol25. Energies are from wB97M-V/def2-TZVPD.

Atoms and positions in Å:
1 Sn 0.1105 1.1762 0.4420
2 C -1.6879 1.9908 5.1155
3 C -2.0547 1.6389 3.6734
4 O -3.4617 1.5460 3.5001
5 P -1.5815 2.9629 2.4982
6 O -2.7454 3.0508 1.4696
7 O -1.5176 4.3308 3.2548
8 O -0.2635 2.7353 1.7782
9 P -1.2438 0.0539 3.1711
10 O 0.2921 0.3233 3.5786
11 O -1.8724 -1.0917 3.8250
12 O -1.1949 0.0760 1.6191
13 H -2.3230 2.8083 5.4541
14 H -0.6461 2.2924 5.2109
15 H -1.8635 1.1254 5.7567
16 H -3.7925 0.7486 3.9388
17 H -3.5948 2.7335 1.8143
18 H -0.6603 4.7365 3.3963
19 H 0.5340 -0.0595 4.4278
20 N 4.4040 0.4379 -1.1890
21 C 3.9305 1.0728 -2.4146
22 C 3.0561 2.2712 -2.0517
23 C 1.9344 1.8378 -1.1686
24 O 1.1111 0.9532 -1.5193
25 O 1.7481 2.3773 -0.0013
26 H 5.0448 1.0600 -0.7076
27 H 4.9371 -0.3977 -1.4008
28 H 3.3242 0.3563 -2.9690
29 H 4.7297 1.4171 -3.0794
30 H 2.6060 2.6784 -2.9601
31 H 3.6223 3.0627 -1.5635
32 O -8.3452 -0.7663 -5.3435
33 S -7.6376 -0.6484 -4.0977
34 O -6.6262 -1.6559 -3.8554
35 O -8.4392 -0.3125 -2.9372
36 C -6.6520 0.8853 -4.2469
37 N -7.0590 1.9106 -4.9959
38 C -6.3143 3.0025 -4.9808
39 C -5.1495 3.1245 -4.2230
40 C -4.8199 2.0031 -3.4809
41 N -5.5613 0.9036 -3.5001
42 C -3.6450 1.8854 -2.5795
43 C -3.3916 0.6329 -2.0034
44 C -2.3501 0.4942 -1.1276
45 N -1.5579 1.5341 -0.7913
46 C -1.7740 2.7332 -1.3524
47 C -2.7981 2.9421 -2.2454
48 H -6.6535 3.8277 -5.5974
49 H -4.5653 4.0321 -4.2395
50 H -4.0471 -0.1921 -2.2529
51 H -2.1566 -0.4475 -0.6337
52 H -1.1107 3.5383 -1.0532
53 H -2.9447 3.9313 -2.6542
54 C 0.1406 -2.4112 0.4903
55 C 1.2400 -1.6337 1.1187
56 N 1.5060 -0.3393 0.9299
57 C 2.6598 -0.0449 1.6364
58 C 3.1015 -1.1731 2.2263
59 N 2.2036 -2.1637 1.8819
60 C 2.3388 -3.5657 2.2935
61 N 3.6759 -4.0034 2.0829
62 N 4.4834 -4.2450 3.1569
63 N 5.6495 -4.5287 2.7513
64 C 5.6682 -4.4706 1.3705
65 C 6.7092 -4.6938 0.4667
66 C 6.4173 -4.5462 -0.8689
67 C 5.1252 -4.1868 -1.3061
68 C 4.0891 -3.9639 -0.4259
69 C 4.3947 -4.1205 0.9275
70 H -0.4254 -1.7815 -0.1904
71 H -0.5469 -2.8129 1.2348
72 H 0.5512 -3.2346 -0.0961
73 H 3.0868 0.9420 1.6351
74 H 3.9734 -1.3792 2.8211
75 H 1.6187 -4.1623 1.7346
76 H 2.1333 -3.6523 3.3600
77 H 7.6931 -4.9747 0.8134
78 H 7.1882 -4.7154 -1.6074
79 H 4.9422 -4.0991 -2.3688
80 H 3.0997 -3.7029 -0.7759

Forces on the atoms, in the same order (eV/Å):
-0.14 -0.33 0.12
-0.08 0.07 -0.01
0.16 0.04 0.09
-0.08 -0.05 -0.08
-0.29 0.08 0.39
0.15 0.24 -0.07
-0.33 -0.21 -0.07
0.06 -0.20 -0.19
0.05 0.04 0.00
-0.11 -0.01 -0.18
-0.04 0.09 0.02
0.25 0.31 -0.26
0.02 0.00 0.01
0.06 -0.01 0.01
0.00 0.00 -0.02
0.01 -0.07 -0.02
-0.25 -0.18 0.10
0.35 0.17 0.03
0.03 -0.09 0.19
0.05 0.04 0.10
0.00 0.04 -0.10
-0.06 0.01 -0.08
0.03 0.05 -0.03
0.06 0.17 0.04
-0.05 -0.06 -0.37
0.05 0.00 0.01
-0.07 -0.05 0.00
0.03 -0.03 0.01
-0.05 0.00 0.01
0.02 0.05 0.00
0.00 -0.03 0.05
-0.02 0.09 -0.15
-0.13 -0.10 0.04
0.21 -0.03 0.00
-0.02 0.14 0.09
-0.14 -0.25 0.02
-0.09 0.15 -0.13
0.02 0.03 0.01
-0.01 -0.13 0.03
-0.05 -0.04 0.01
0.36 0.09 0.22
-0.11 -0.04 -0.09
0.06 0.07 0.02
-0.24 -0.10 0.04
0.18 -0.12 -0.01
0.06 0.26 -0.16
0.07 0.04 0.09
-0.01 0.01 -0.01
0.03 0.04 -0.01
-0.03 -0.05 -0.01
0.00 0.00 0.00
-0.04 -0.03 -0.04
0.01 0.01 0.01
-0.01 0.00 0.05
0.15 -0.26 -0.28
-0.15 -0.07 0.64
0.23 0.14 -0.02
0.02 0.07 -0.07
-0.18 0.12 0.00
0.05 -0.04 0.02
-0.07 -0.07 -0.05
-0.04 0.08 0.17
0.05 -0.01 0.03
-0.05 0.03 -0.08
-0.02 0.00 0.00
-0.02 0.01 -0.01
0.02 -0.01 -0.01
0.02 -0.02 0.01
0.03 -0.05 -0.06
0.00 0.00 -0.02
-0.03 0.01 0.00
-0.02 -0.02 0.01
-0.02 -0.02 0.03
0.02 0.00 0.04
0.04 0.04 -0.02
0.01 -0.05 -0.04
0.02 -0.01 0.01
0.01 0.00 -0.01
0.00 0.01 -0.01
-0.03 0.01 -0.01

The calculation puts the highest occupied orbital energy at -0.325 Ha. The calculation puts the energy above the lowest of the compared OMol25 structures with the same formula, charge and spin at 30.5 kJ/mol. The calculation puts the frontier orbital gap at 4.9 eV. As for the total charge: +1. As for the molar mass: 861.3 g/mol.


No. 3
Here is C22H30BrNO3PPdS2 as an isolated structure from OMol25. Energies are from wB97M-V/def2-TZVPD.

Atoms and positions in Å:
1 Pd 1.3496 0.8590 -0.2725
2 C -2.1868 1.1278 -2.5781
3 C -1.8516 -0.0962 -1.7215
4 C -1.0328 -1.0761 -2.5636
5 C -3.1493 -0.8118 -1.2963
6 P -0.9153 0.3140 -0.1546
7 C -0.9787 -1.1708 0.8668
8 C -0.1148 -2.2385 0.6296
9 C -0.2394 -3.4156 1.3485
10 C -1.2300 -3.5435 2.3096
11 C -2.1047 -2.4923 2.5432
12 C -1.9839 -1.3132 1.8283
13 C -1.6138 1.8204 0.7350
14 C -1.1693 1.8302 2.2027
15 C -3.1525 1.8715 0.6879
16 C -1.0751 3.0901 0.0546
17 H -2.6732 0.7623 -3.4845
18 H -1.3046 1.6816 -2.8931
19 H -2.8764 1.8162 -2.0966
20 H -1.6886 -1.4771 -3.3384
21 H -0.6483 -1.9178 -1.9887
22 H -0.2114 -0.5683 -3.0571
23 H -3.7098 -1.0046 -2.2131
24 H -3.7848 -0.2190 -0.6441
25 H -2.9469 -1.7701 -0.8215
26 H 0.6681 -2.1584 -0.1083
27 H 0.4448 -4.2310 1.1563
28 H -1.3238 -4.4614 2.8741
29 H -2.8878 -2.5883 3.2830
30 H -2.6925 -0.5235 2.0169
31 H -1.6887 1.0903 2.8055
32 H -1.4082 2.8171 2.6028
33 H -0.1033 1.6701 2.3074
34 H -3.6369 1.0148 1.1503
35 H -3.5503 2.0011 -0.3148
36 H -3.4399 2.7525 1.2652
37 H -0.0056 3.2238 0.2099
38 H -1.5760 3.9401 0.5213
39 H -1.2904 3.1258 -1.0119
40 S 1.1538 1.9829 -2.2390
41 C 2.7994 2.3437 -2.1574
42 N 3.9253 2.5876 -2.0819
43 C 2.3283 1.8632 3.7861
44 S 2.5696 1.4579 2.0958
45 O 3.9499 1.1497 1.8872
46 O 1.6674 0.2695 1.7840
47 O 2.0164 2.5490 1.2627
48 H 2.7049 1.0395 4.3873
49 H 1.2747 2.0458 3.9789
50 H 2.9146 2.7619 3.9685
51 Br 5.2790 -3.7889 -2.7391
52 C 4.0294 -2.5277 -2.1222
53 C 3.9442 -2.2493 -0.7697
54 C 3.0120 -1.3261 -0.3087
55 C 2.1948 -0.6865 -1.2316
56 C 2.2775 -0.9463 -2.5896
57 C 3.2054 -1.8788 -3.0297
58 H 4.5932 -2.7451 -0.0616
59 H 2.9498 -1.1394 0.7521
60 H 1.6965 -0.4172 -3.3239
61 H 3.2967 -2.0769 -4.0886

Forces on the atoms, in the same order (eV/Å):
-0.25 0.19 0.03
-0.01 0.02 -0.01
0.06 -0.05 0.00
-0.01 0.04 0.00
0.00 0.00 -0.02
0.09 -0.02 0.05
-0.06 0.03 0.01
0.02 0.00 -0.01
0.01 0.00 -0.01
-0.01 0.00 0.00
0.00 0.00 0.00
0.01 0.00 -0.01
0.01 -0.02 -0.02
-0.01 -0.01 0.00
0.01 0.01 0.03
-0.02 0.03 -0.01
0.00 0.00 0.00
-0.01 -0.02 0.00
0.03 -0.02 -0.04
-0.01 0.00 0.00
0.00 -0.01 0.00
0.00 -0.01 0.01
-0.01 0.00 0.00
0.00 -0.01 0.01
0.01 0.00 0.00
0.00 0.00 0.00
0.00 0.00 0.00
0.00 0.00 0.00
0.00 0.00 0.00
-0.01 0.02 0.01
0.00 0.00 0.01
0.00 0.01 0.00
-0.02 0.01 -0.02
0.01 -0.01 0.00
0.00 -0.01 0.05
-0.01 0.00 0.00
-0.02 -0.01 0.00
-0.01 0.00 0.00
0.01 0.01 0.01
0.01 0.01 -0.04
-0.02 0.07 0.03
0.02 -0.05 0.00
-0.05 0.01 -0.02
0.20 0.00 -0.03
-0.01 0.03 0.08
-0.05 -0.02 -0.13
0.02 -0.04 -0.04
0.00 -0.01 -0.01
0.00 0.00 0.01
0.00 -0.01 0.02
0.00 0.01 0.00
0.00 -0.01 0.00
-0.02 0.02 -0.02
0.01 -0.04 -0.03
0.15 -0.23 0.10
-0.04 0.08 -0.01
0.00 0.00 0.02
0.00 0.00 0.00
-0.02 0.02 0.00
0.00 -0.01 0.01
0.00 0.00 0.00

The calculation puts the highest occupied orbital energy at -0.441 Ha. The calculation puts the energy above the lowest of the compared OMol25 structures with the same formula, charge and spin at 41.2 kJ/mol. The calculation puts the frontier orbital gap at 6.2 eV. As for the total charge: +1. As for the molar mass: 637.9 g/mol.


No. 4
Here is C2H3BN2O2S as an isolated structure at a distorted geometry from OMol25. Energies are from wB97M-V/def2-TZVPD.

Atoms and positions in Å:
1 B -1.0879 -0.9819 1.0132
2 C 0.9954 0.7647 1.2541
3 C 0.3286 -0.3832 0.7874
4 N 1.9530 1.1867 0.4197
5 N 2.1526 0.5393 -0.5940
6 O -1.4149 -0.4628 -1.5697
7 O -2.0655 -1.5962 1.4116
8 S 1.1368 -0.7071 -0.7128
9 H 0.7776 1.4698 1.9868
10 H -0.8084 0.1634 -2.1202
11 H -1.9671 0.0073 -1.8761

Forces on the atoms, in the same order (eV/Å):
0.22 -0.86 1.22
-1.24 -1.84 -1.60
0.14 1.17 -0.98
0.99 3.24 2.99
1.13 -1.57 -2.83
13.36 -6.71 3.58
0.96 0.99 -0.75
-0.71 -1.63 0.63
-0.66 0.41 1.65
0.67 -2.23 1.62
-14.87 9.03 -5.53

The calculation puts the highest occupied orbital energy at -0.371 Ha. The calculation puts the energy above the lowest of the compared OMol25 structures with the same formula, charge and spin at 380.5 kJ/mol. The calculation puts the frontier orbital gap at 9.6 eV. As for the molar mass: 129.9 g/mol.


No. 5
Here is a 2-piece molecular cluster, C5H12N2O2 overall from OMol25. Energies are from wB97M-V/def2-TZVPD.

Atoms and positions in Å:
1 C 1.0713 0.6843 -1.6307
2 C 1.2763 -0.6812 -1.0087
3 C 1.2839 1.7471 -0.5769
4 O 0.6792 1.7094 0.4871
5 N 2.1643 2.7230 -0.8705
6 H 1.6015 0.9070 -2.5460
7 H 0.0262 0.7896 -1.8968
8 H 0.4175 -0.9311 -0.3795
9 H 2.3064 3.4604 -0.1928
10 H 2.7455 2.7650 -1.6870
11 H 2.1620 -0.6984 -0.3766
12 H 1.4072 -1.4589 -1.7627
13 C -1.2851 -0.7018 2.1360
14 C -1.8115 -1.7264 1.1978
15 O -1.2002 -2.8294 1.0099
16 N -2.8785 -1.5181 0.4967
17 H -0.9266 -1.1687 3.0475
18 H -2.0568 0.0174 2.3983
19 H -3.1586 -2.1935 -0.2121
20 H -3.4103 -0.6736 0.6904
21 H -0.4138 -0.2220 1.6765

Forces on the atoms, in the same order (eV/Å):
-0.56 0.52 0.33
0.30 -0.45 -0.16
0.15 0.05 -0.16
-0.11 -0.14 0.06
0.15 0.59 0.42
0.54 -0.27 -0.07
-0.35 0.01 -0.18
0.15 -0.03 -0.10
-0.08 -0.20 -0.02
-0.19 -0.29 -0.18
0.06 -0.02 0.04
-0.16 0.02 0.04
0.62 -0.29 0.54
0.05 0.01 -0.17
0.44 0.15 0.41
-0.57 0.18 -0.29
0.02 -0.18 0.13
-0.05 0.05 -0.24
-0.26 0.34 0.19
-0.02 -0.29 -0.38
-0.13 0.25 -0.22

The calculation puts the highest occupied orbital energy (spin up / spin down) at -0.471 / -0.470 Ha. As for the expectation value of S²: 0.754. As for the multiplicity: 2. The calculation puts the energy above the lowest of the compared OMol25 structures with the same formula, charge and spin at 0.0 kJ/mol. The calculation puts the frontier orbital gap (spin up / spin down) at 8.8 / 4.0 eV. As for the total charge: +1. As for the molar mass: 132.2 g/mol.


No. 6
Here is CH2BrClN2O as an isolated structure at a distorted geometry from OMol25. Energies are from wB97M-V/def2-TZVPD.

Atoms and positions in Å:
1 C -0.9760 -1.1148 -0.4545
2 N -0.0519 -0.3637 0.1197
3 N -2.8161 0.3547 -1.0686
4 O -1.3264 -2.1312 -0.8125
5 Cl -2.0773 1.8286 -0.4033
6 Br -3.9129 -0.2836 0.2778
7 H -0.2177 0.6189 0.4098
8 H 0.4020 -0.9017 0.9096

Forces on the atoms, in the same order (eV/Å):
-0.92 3.33 -0.17
0.41 -1.03 1.86
2.66 -0.37 0.56
-0.14 -1.82 -0.36
-0.08 0.28 -0.30
-0.87 -0.53 0.61
-0.67 -0.58 -0.87
-0.39 0.72 -1.32

The calculation puts the highest occupied orbital energy (spin up / spin down) at -0.298 / -0.298 Ha. The calculation puts the energy above the lowest of the compared OMol25 structures with the same formula, charge and spin at 149.3 kJ/mol. The calculation puts the frontier orbital gap (spin up / spin down) at 7.4 / 7.4 eV. As for the molar mass: 173.4 g/mol.